Record 1
Molecular formula: C46H49N3Pt
Method: DFT, wB97M-V/def2-TZVPD

Results
Charge: +2
Multiplicity: 5
Expectation value of S²: 6.065
LUMO level (spin up / spin down) (eV): -6.10 / -8.72
Orbital gap (spin up / spin down) (eV): 7.6 / 5.1
M (g/mol): 839.00
E (eV): -56198.13267
HOMO (spin up / spin down) (eV): -13.7 / -13.8

Each line ends with the Mulliken spin population.
Positions of all 99 atoms, in Å:
Pt1 0.56109 -0.14260 -0.39844  1.71
C1 4.50594 -0.39565 -2.32894  0.00
C2 4.27202 -1.37735 -3.28225  0.02
C3 3.02806 -1.97765 -3.38014  0.00
C4 1.98850 -1.60733 -2.52473  -0.08
C5 2.24695 -0.62765 -1.56445  0.57
C6 3.48063 -0.01088 -1.47501  -0.07
C7 0.62186 -2.14958 -2.64576  0.06
C8 0.30811 -3.23855 -3.48406  0.02
C9 -0.98343 -3.66974 -3.58508  0.00
C10 -2.01257 -3.00175 -2.89111  0.00
C11 -3.37085 -3.37373 -2.97666  0.00
C12 -4.31969 -2.69779 -2.26220  0.00
C13 -3.95101 -1.58914 -1.47480  0.00
C14 -2.64431 -1.19747 -1.38428  -0.01
C15 -1.64129 -1.91245 -2.06402  0.03
N1 -0.33613 -1.55277 -1.94698  0.06
H1 5.47545 0.07912 -2.25664  0.00
H2 5.05694 -1.65825 -3.97136  0.00
H3 2.86519 -2.71489 -4.15311  0.01
H4 3.66154 0.77912 -0.75359  0.02
H5 1.09491 -3.73895 -4.02511  0.00
H6 -1.23293 -4.52230 -4.20481  0.00
H7 -3.64294 -4.19851 -3.62298  0.00
H8 -5.35651 -3.00005 -2.31036  0.00
H9 -4.71750 -1.03807 -0.94511  0.00
H10 -2.34653 -0.33083 -0.80531  0.03
C16 -3.98507 1.70578 0.33424  0.00
C17 -2.95320 2.82754 0.51492  0.00
C18 -3.61858 4.08034 1.09907  0.00
C19 -2.27802 3.10900 -0.81969  0.01
C20 -2.95254 3.86434 -1.76704  -0.02
C21 -2.40730 4.12476 -3.01235  0.03
C22 -1.17270 3.59866 -3.34968  -0.02
C23 -0.46430 2.81540 -2.45249  0.00
C24 0.91850 2.33948 -2.83197  0.02
C25 0.93670 1.60268 -4.17270  0.00
C26 1.89845 3.51815 -2.83123  0.01
C27 -1.01364 2.58432 -1.17473  0.06
N2 -0.28233 1.86629 -0.18621  0.20
C28 0.08995 2.49298 0.87016  -0.04
C29 0.68456 2.00967 2.09835  0.08
C30 1.02775 3.02938 2.98612  0.00
C31 1.55984 2.79127 4.24452  0.19
C32 1.72510 1.47287 4.67730  -0.06
C33 1.37044 0.43715 3.85739  0.21
C34 0.87327 0.64202 2.52641  0.06
N3 0.56697 -0.41991 1.77531  0.62
C35 0.63340 -1.73921 2.28718  -0.05
C36 1.84364 -2.47201 2.19437  0.01
C37 1.91569 -3.70730 2.81851  -0.02
C38 0.84171 -4.23229 3.51396  0.03
C39 -0.34539 -3.52242 3.56586  -0.02
C40 -0.48322 -2.28247 2.96006  0.07
C41 -1.82076 -1.57391 3.12556  0.00
C42 -1.78573 -0.56183 4.28122  0.01
C43 -2.37436 -0.95325 1.84524  0.01
C44 3.09498 -1.92791 1.52616  0.03
C45 4.19256 -1.61673 2.55360  0.01
C46 3.63206 -2.91385 0.48218  0.01
H11 -4.52233 1.53345 1.26809  0.00
H12 -3.50156 0.77296 0.03716  0.01
H13 -4.70919 1.97765 -0.43420  0.00
H14 -2.21842 2.48124 1.24323  0.01
H15 -4.55161 4.30610 0.58417  0.00
H16 -2.96576 4.95102 1.02533  0.00
H17 -3.85868 3.92290 2.15064  0.00
H18 -3.92883 4.26218 -1.52707  0.00
H19 -2.94155 4.74793 -3.71694  0.00
H20 -0.74560 3.81238 -4.32024  0.00
H21 1.25708 1.63488 -2.07282  0.07
H22 0.80641 2.29430 -5.00494  0.00
H23 0.14462 0.85313 -4.22048  0.00
H24 1.90078 1.10827 -4.30937  0.00
H25 1.61695 4.23874 -3.59960  0.00
H26 2.91147 3.17422 -3.04721  0.00
H27 1.89591 4.03345 -1.86848  0.00
H28 -0.05983 3.57268 0.85954  0.01
H29 0.85456 4.05064 2.67039  0.01
H30 1.81576 3.61693 4.89387  0.00
H31 2.12454 1.26570 5.66085  0.00
H32 1.46696 -0.58194 4.20132  0.01
H33 2.84253 -4.26436 2.77714  0.00
H34 0.93591 -5.18603 4.01498  0.00
H35 -1.19170 -3.93891 4.09759  0.00
H36 -2.52968 -2.35145 3.41729  0.00
H37 -1.25361 0.35294 4.01072  0.00
H38 -1.30365 -0.99612 5.15782  0.00
H39 -2.80426 -0.29160 4.56082  0.00
H40 -1.72015 -0.17507 1.44486  -0.01
H41 -3.34249 -0.49379 2.05132  0.00
H42 -2.50781 -1.72289 1.08506  0.00
H43 2.84823 -1.00084 1.00352  0.05
H44 4.42487 -2.49767 3.15213  0.00
H45 3.89681 -0.81564 3.23009  0.00
H46 5.10526 -1.30717 2.04303  0.00
H47 3.96858 -3.83803 0.95064  0.00
H48 4.48579 -2.46894 -0.02900  0.00
H49 2.87379 -3.15657 -0.26357  0.00

Forces on atoms 1 to 6 (eV/Å):
0.00 -0.06 -0.43
-0.04 -0.02 -0.04
0.07 0.03 0.00
-0.12 0.00 0.02
0.01 0.10 0.10
-0.12 0.25 0.07



Record 2
Molecular formula: C7H9N6O
Method: DFT, wB97M-V/def2-TZVPD

Results
Charge: +1
LUMO level (eV): -4.09
ΔE to the lowest compared entry with this formula, charge and spin (kJ/mol): 43.8
Orbital gap (eV): 8.4
M (g/mol): 193.19
E (eV): -18380.92365
HOMO (eV): -12.4

Each line ends with the Löwdin charge.
Positions of all 23 atoms, in Å:
C1 0.55292 -0.10868 1.90183  0.06
C2 0.20781 -1.39104 1.53025  -0.07
C3 -0.53369 -1.55244 0.27075  -0.28
N1 -1.83820 -1.54594 0.02837  0.24
C4 -1.97046 -1.70555 -1.30669  -0.33
N2 -3.13638 -1.74529 -1.99870  0.17
N3 -0.75000 -1.81262 -1.84756  -0.04
N4 -0.36458 -1.98038 -3.19442  0.19
C5 0.16785 -0.92359 -3.60818  -0.21
O1 0.69275 0.03058 -3.93846  0.30
N5 0.17184 -1.72768 -0.86308  0.21
H1 1.59184 0.18875 1.94213  0.07
H2 -0.24136 0.59347 2.13750  0.06
H3 0.42292 -2.26708 2.13430  0.12
H4 -3.59953 -0.91936 -2.32592  0.11
H5 -3.59199 -2.63239 -2.11539  0.12
H6 1.17602 -1.79422 -0.95585  0.20
C6 2.11790 3.81306 1.72478  -0.06
C7 1.29340 3.02672 2.63697  -0.27
N6 0.65258 2.41592 3.36420  0.14
H7 3.14649 3.82955 2.07914  0.09
H8 2.08991 3.37553 0.72827  0.08
H9 1.74197 4.83270 1.67576  0.09

Forces on atoms 1 to 6 (eV/Å):
-0.39 -1.17 -0.46
0.17 0.67 0.11
-1.35 -0.10 1.44
0.21 -0.07 -0.77
-0.30 0.38 1.11
0.32 -0.39 -0.50



Record 3
Molecular formula: C11H11Cl2F5O9S2
Method: DFT, wB97M-V/def2-TZVPD

Results
Charge: 0
SMILES: C/C(Cl)=C(\Cl)[C@H]1OS(=O)(=O)O[C@@H]1S(=O)(=O)C(F)(F)C(F)(F)F.C[C@@H]1COC(=O)O1
LUMO level (eV): -0.37
Orbital gap (eV): 9.4
M (g/mol): 517.23
E (eV): -90309.38573
HOMO (eV): -9.8

Each line ends with the Löwdin charge.
Positions of all 40 atoms, in Å:
C1 2.56566 -1.78918 0.74672  -0.12
C2 1.59975 -0.75422 1.50013  -0.57
Cl1 0.36109 -1.54244 2.61180  0.62
C3 1.67554 0.65460 1.37166  -0.50
Cl2 2.95828 1.32962 0.23626  0.68
C4 0.72406 1.64824 2.20389  -0.27
O1 1.72570 2.58790 2.73837  -0.22
S1 0.98423 4.09162 2.81391  0.80
O2 0.42254 4.13122 4.19298  -0.26
O3 1.80914 5.30772 2.57303  -0.24
O4 -0.04801 3.80370 1.51733  -0.22
C5 -0.44278 2.39785 1.40555  -0.23
S2 -2.17280 2.45609 2.09864  0.87
O5 -2.30754 3.43009 3.23431  -0.27
O6 -3.07719 2.95584 0.99264  -0.30
C6 -2.81666 0.82167 2.71807  -0.34
F1 -3.98434 1.12393 3.46234  0.08
F2 -1.93110 0.22889 3.63443  0.04
C7 -3.30262 -0.18774 1.56031  -0.37
F3 -2.63090 -0.02673 0.35501  0.12
F4 -4.68389 0.02212 1.36293  0.11
F5 -3.21207 -1.52073 2.01848  0.10
H1 2.36234 -2.84053 1.16442  0.08
H2 3.65916 -1.56983 0.95174  0.09
H3 2.33662 -1.84072 -0.35960  0.06
H4 0.42445 1.09813 3.15473  0.14
H5 -0.55315 2.25333 0.28651  0.18
C8 -0.12829 -3.64829 -4.27134  -0.02
C9 0.06738 -2.18700 -3.93409  -0.34
C10 1.24603 -1.56085 -4.61965  -0.10
O7 1.58190 -0.50141 -3.72783  0.08
C11 1.18467 -0.89991 -2.48806  -0.52
O8 1.48545 -0.34623 -1.46952  0.06
O9 0.40397 -2.01395 -2.55756  0.09
H6 0.76456 -4.23108 -4.03004  0.09
H7 -0.94545 -4.06905 -3.68059  0.09
H8 -0.35840 -3.77892 -5.33073  0.09
H9 -0.85532 -1.62909 -4.12735  0.16
H10 0.99939 -1.17496 -5.60942  0.14
H11 2.10860 -2.22970 -4.70040  0.14

Forces on atoms 1 to 6 (eV/Å):
-0.78 -0.68 1.06
0.97 1.84 -0.76
1.41 1.10 -1.35
-0.83 -2.84 0.14
-1.78 -0.46 1.96
2.31 -2.12 0.29



Record 4
Molecular formula: C16H31BN4O3S2Si
Method: DFT, wB97M-V/def2-TZVPD

Results
Charge: 0
LUMO level (eV): -1.91
Orbital gap (eV): 5.7
M (g/mol): 430.48
E (eV): -59420.68034
HOMO (eV): -7.6

Each line ends with the Löwdin charge.
Positions of all 58 atoms, in Å:
C1 -3.84804 3.49134 -2.73789  -0.16
Si1 -2.09784 3.25857 -2.09873  0.38
C2 -2.15732 3.19904 -0.21382  -0.15
C3 -1.15257 4.83192 -2.55829  -0.16
O1 -1.24843 2.01639 -2.74422  -0.23
C4 -1.81227 0.68131 -2.63885  -0.24
C5 -1.03030 -0.09288 -1.56341  -0.14
B1 -0.32629 -1.48345 -2.05767  -0.57
C6 -0.01153 -2.47237 -0.79998  -0.16
C7 -0.20472 -3.97090 -1.11637  -0.29
C8 0.36518 -4.79785 0.04473  -0.47
S1 -0.26623 -6.51002 0.06029  0.86
C9 -0.77021 -6.69191 1.75819  -1.08
S2 -2.34708 -6.72429 2.13904  0.69
N1 0.23534 -6.80462 2.71951  -0.14
C10 1.57571 -7.10205 2.52680  -0.08
C11 2.13387 -7.07006 3.76265  -0.14
N2 1.17976 -6.77965 4.72447  0.06
C12 0.06425 -6.63308 4.07177  -0.19
O2 0.92567 -1.18910 -2.93160  0.05
C13 1.81442 -0.53270 -2.30966  -0.45
N3 2.65060 -0.08260 -1.63597  0.09
H1 -3.84376 3.72112 -3.80394  0.03
H2 -4.50705 2.65363 -2.50695  0.03
H3 -4.27271 4.35840 -2.21960  0.03
H4 -2.65545 2.31625 0.18911  0.04
H5 -1.14146 3.31228 0.16985  -0.01
H6 -2.74865 4.06042 0.11571  0.03
H7 -1.24564 4.96088 -3.63744  0.03
H8 -0.10758 4.74170 -2.26044  0.01
H9 -1.64368 5.67181 -2.06196  0.03
H10 -2.87827 0.70143 -2.38546  0.10
H11 -1.68812 0.23207 -3.62435  0.11
H12 -0.32409 0.57189 -1.04938  0.09
H13 -1.76152 -0.40604 -0.80610  0.09
H14 -1.13992 -2.02602 -2.79468  0.11
H15 0.99963 -2.34719 -0.38255  0.09
H16 -0.70267 -2.24191 0.02179  0.09
H17 0.29870 -4.20927 -2.05591  0.11
H18 -1.27414 -4.15522 -1.23195  0.10
H19 0.09971 -4.28179 0.96879  0.08
H20 1.45333 -4.77726 -0.03363  0.08
H21 2.00847 -7.31312 1.56642  0.10
H22 3.17117 -7.24368 3.99659  0.09
H23 -0.85398 -6.38634 4.57417  0.10
C14 1.48610 3.26572 1.00635  0.04
C15 1.43743 4.49469 1.83675  -0.40
O3 0.53403 5.23879 2.01139  0.19
N4 2.70708 4.85318 2.61328  0.08
C16 3.61604 5.73437 1.79836  0.03
H24 1.16924 3.50354 -0.00865  0.11
H25 2.49654 2.85569 0.96852  0.10
H26 0.81613 2.51829 1.43344  0.12
H27 3.20128 4.00803 2.90403  0.18
H28 2.36661 5.38209 3.41866  0.18
H29 3.81387 5.24810 0.84671  0.11
H30 4.54225 5.86600 2.35006  0.11
H31 3.12064 6.68942 1.65540  0.11

Forces on atoms 1 to 6 (eV/Å):
0.15 0.04 0.33
0.22 0.64 0.05
-0.33 0.21 -0.32
-0.57 -0.65 0.14
-0.79 0.18 -0.17
1.27 -0.02 0.38